--- one ---
{
  "formula": "C3H8O2",
  "method": "the ωB97M-V functional and the def2-TZVPD basis",
  "molar_mass_g_mol": 76.095,
  "charge": 0,
  "gap_ev": 8.6,
  "symbols": ["O", "O", "C", "C", "C", "H", "H", "H", "H", "H", "H", "H", "H"],
  "positions_angstrom": [[0.4917, -0.3916, -0.3422], [-1.5786, -0.4486, -2.8557], [0.3369, 0.0064, 1.0213], [1.7139, 0.0375, 1.7506], [-0.7130, 0.8939, 1.2607], [-0.7294, -0.5804, -3.1993], [-0.2932, 1.8295, 1.7438], [2.4983, 0.5183, 1.2234], [2.1231, -1.0262, 2.0525], [-2.2298, -0.6374, -3.5529], [-1.8313, 0.8477, 1.1673], [-0.2376, -0.1478, -0.8858], [1.3679, 0.2914, 2.8387]]
}



--- two ---
{
  "formula": "C3H8O2",
  "method": "the ωB97M-V functional and the def2-TZVPD basis",
  "molar_mass_g_mol": 76.095,
  "charge": 0,
  "gap_ev": 11.0,
  "symbols": ["O", "O", "C", "C", "C", "H", "H", "H", "H", "H", "H", "H", "H"],
  "positions_angstrom": [[-0.8183, 0.6783, 0.7225], [1.0315, -1.1710, 1.2231], [-0.3439, 1.9085, 0.2092], [0.3603, -1.8264, -0.9311], [-0.6221, -1.3412, -1.4615], [-0.0786, 2.5370, 1.0573], [1.8210, -0.8623, 1.6787], [1.0688, -2.5196, -0.5583], [0.5380, 1.7630, -0.4234], [-0.9877, 0.0460, -0.0356], [-1.1178, 2.4102, -0.3783], [-1.2234, -1.2097, -2.3277], [0.3721, -0.4126, 1.2252]]
}



--- three ---
{
  "formula": "C3H8O2",
  "method": "the ωB97M-V functional and the def2-TZVPD basis",
  "molar_mass_g_mol": 76.095,
  "charge": 0,
  "gap_ev": 10.8,
  "symbols": ["O", "O", "C", "C", "C", "H", "H", "H", "H", "H", "H", "H", "H"],
  "positions_angstrom": [[0.3429, -1.0234, 4.1141], [1.3150, 0.6982, -0.3565], [-0.0943, 0.3932, -0.4547], [-0.3778, -0.1411, -1.8293], [-1.4444, 0.0717, -2.5857], [-0.6215, 1.3210, -0.2192], [0.5358, -0.5777, -2.2242], [-0.2047, -0.3040, 0.3731], [1.5384, 1.4337, -0.9419], [1.1892, -0.7641, 3.7044], [-0.1081, -0.1873, 4.0639], [-2.3123, 0.6225, -2.2500], [-1.4992, -0.2721, -3.6076]]
}



In terms of stability, three leads; the second structure lies 0.0597 hartree higher.